Entry from OMol25: a structure of composition C30H74O18S at a distorted geometry (ωB97M-V/def2-TZVPD).

The multiplicity is 1. Its gap between HOMO and LUMO is 9.507 eV. As for the molar mass: 754.97 g mol⁻¹. For the energy above the lowest of the compared OMol25 structures with the same formula, charge and spin, the calculation gives 0.000 eV.

Last column: Mulliken charge in e.
Cartesian coordinates (Å):
H: -11.483 -16.259 18.414  0.3485
H: -10.521 -13.390 19.127  0.3600
C: -9.213 -4.061 25.310  -0.6707
H: -12.959 -15.128 24.919  -0.2288
C: -12.548 -18.438 19.200  -0.8576
O: -2.983 -8.401 19.577  -0.3635
O: -8.352 -13.568 23.980  -0.3465
C: -10.395 -14.282 28.535  0.0569
H: -6.026 -17.570 26.296  0.3384
O: -8.703 -12.430 26.146  -0.5211
H: -3.143 -8.402 21.747  0.2580
H: -10.369 -13.277 28.860  0.4613
H: -9.759 -14.374 27.649  -0.1475
H: -15.382 -13.142 23.697  0.3822
O: -11.588 -17.613 19.873  -0.2011
H: -5.876 -10.416 20.212  0.2306
H: -14.149 -10.765 28.770  0.2495
C: -5.287 -11.360 20.277  -0.5410
C: -5.880 -17.026 27.300  -0.3196
H: -9.818 -14.784 24.839  0.0634
O: -10.120 -12.060 24.210  -0.2193
H: -8.564 -6.691 24.947  0.2881
C: -14.383 -10.930 24.413  -0.6198
C: -13.537 -16.644 26.270  -0.5682
S: -8.651 -12.212 24.739  1.0306
H: -14.488 -10.384 23.513  0.4126
H: -9.197 -15.502 18.973  0.4035
H: -3.035 -6.369 19.796  0.2897
H: -15.757 -17.021 27.833  0.3069
O: -11.747 -14.647 28.198  -0.3083
H: -4.610 -16.016 29.743  0.2536
C: -9.549 -14.301 23.865  -0.0613
H: -13.457 -17.877 18.933  0.3102
H: -6.483 -15.579 25.308  0.2997
O: -3.869 -11.206 20.096  -0.3615
O: -8.125 -4.652 24.655  -0.3091
C: -15.273 -16.037 27.827  -0.7769
C: -9.880 -15.912 19.731  -0.6705
H: -12.113 -18.989 18.354  0.3871
H: -12.609 -17.477 22.576  0.3582
O: -10.533 -14.738 30.885  -0.3588
O: -14.610 -15.814 26.588  -0.3245
C: -13.722 -10.249 25.565  -0.5754
C: -6.108 -18.038 28.379  -0.7247
H: -14.038 -9.226 25.694  0.6190
C: -10.806 -16.857 19.002  -0.5886
H: -10.492 -12.877 22.315  -0.0030
O: -13.967 -10.998 26.789  -0.1904
C: -13.396 -16.741 22.602  -0.3701
H: -6.660 -5.452 22.886  0.2887
H: -12.627 -10.265 25.504  0.1485
H: -5.537 -8.744 25.027  0.3182
H: -13.784 -13.837 23.207  -0.1647
C: -7.051 -6.374 23.343  -0.4036
H: -12.807 -19.214 19.942  0.2338
C: -8.331 -5.997 24.122  -0.4060
H: -11.939 -14.403 19.025  0.3314
H: -13.864 -17.678 26.378  0.5320
O: -6.101 -17.475 29.680  -0.3382
H: -12.741 -16.526 27.042  0.1143
C: -12.470 -13.524 27.668  -0.8509
C: -9.852 -15.060 29.719  -0.7072
C: -10.554 -13.152 23.382  0.3963
H: -5.982 -14.316 26.500  0.2872
H: -15.955 -15.171 27.967  0.2545
O: -13.987 -16.686 23.869  -0.4733
H: -8.761 -14.869 29.744  0.3979
H: -14.591 -12.485 22.216  0.2979
H: -11.036 -16.171 32.293  0.2410
H: -4.882 -16.551 27.324  0.3036
H: -5.333 -18.819 28.397  0.4083
C: -13.093 -16.259 24.870  0.2557
H: -15.407 -11.255 24.766  0.2777
H: -4.050 -17.636 29.753  0.3988
O: -10.536 -14.915 20.506  0.0181
H: -4.708 -8.554 20.836  0.0809
H: -7.312 -8.426 24.965  0.1901
H: -10.051 -16.108 29.460  0.3879
C: -3.292 -10.331 21.025  -0.5398
H: -10.229 -17.439 18.304  0.4123
H: -9.175 -6.025 23.429  0.3564
H: -7.076 -18.481 28.165  0.3362
C: -6.352 -8.295 24.413  -0.5926
H: -13.460 -13.916 27.544  0.2698
H: -7.264 -7.140 22.602  0.3340
H: -6.501 -8.913 23.530  0.2790
H: -12.987 -15.734 22.429  0.0018
C: -4.817 -17.013 30.113  -0.8090
H: -9.936 -14.975 32.898  0.2505
H: -7.726 -14.603 26.250  -0.2647
H: -12.078 -16.686 24.706  0.4035
C: -11.223 -13.979 19.749  -0.8645
H: -14.543 -16.000 28.699  0.2436
H: -5.565 -11.812 21.259  0.2261
O: -6.834 -16.049 27.423  -0.1706
H: -2.207 -10.533 20.995  0.2906
H: -12.489 -12.735 28.411  0.5611
H: -11.806 -13.293 20.378  0.1561
H: -4.542 -7.115 19.026  0.3041
C: -14.243 -10.180 27.882  -0.9831
H: -5.650 -12.078 19.521  0.2429
H: -9.414 -15.126 23.190  0.4227
H: -10.014 -4.019 24.551  0.2850
H: -12.033 -13.061 26.737  0.1218
C: -3.458 -7.101 19.090  -0.6997
O: -6.124 -6.965 24.168  -0.4232
C: -10.189 -15.536 32.008  -0.6822
O: -13.619 -12.093 24.104  -0.0933
C: -6.723 -15.072 26.296  -0.3450
O: -7.862 -11.140 24.204  -0.4286
H: -13.639 -9.285 27.981  0.4050
H: -9.313 -16.189 31.734  0.2746
H: -3.634 -10.694 22.022  0.3556
H: -9.583 -4.696 26.148  0.2527
H: -15.273 -9.827 27.827  0.3521
C: -3.597 -8.824 20.798  -0.0251
H: -14.212 -16.979 21.940  0.2956
H: -3.091 -6.955 18.084  0.2589
C: -14.408 -12.921 23.251  -0.4979
H: -8.843 -3.079 25.606  0.2292
H: -11.572 -13.270 23.748  -0.3537
H: -4.821 -17.063 31.178  0.2619
H: -9.294 -16.470 20.418  0.2908